Formula: CH10N4O
Source: the OMol25 dataset
Level of theory: wB97M-V/def2-TZVPD

The calculation puts the frontier orbital gap at 7.968 eV. The LUMO energy comes out at 0.034 hartree. The total energy comes out at -9201.4917 eV. Its energy above the lowest of the compared OMol25 structures with the same formula, charge and spin is 74.6 kcal per mole.

CARTESIAN COORDINATES (ANGSTROEM)
1 C 2.294 0.791 0.002
2 N 1.244 -0.129 -0.352
3 O 1.255 -1.253 0.616
4 H 1.997 -1.810 0.340
5 H -0.524 0.246 0.606
6 H 2.256 1.625 -0.703
7 H 3.297 0.340 -0.092
8 H 2.176 1.173 1.029
9 N -1.246 0.065 -0.142
10 N -1.911 -1.159 0.237
11 N -2.087 1.185 -0.303
12 H -0.097 -0.006 -0.800
13 H -1.213 -1.663 0.799
14 H -2.074 -1.696 -0.611
15 H -2.708 1.248 0.503
16 H -2.659 1.042 -1.130